{
  "formula": "C4H8O",
  "method": "the ωB97M-V functional and the def2-TZVPD basis",
  "elements": ["C", "C", "C", "O", "C", "H", "H", "H", "H", "H", "H", "H", "H"],
  "xyz": [[2.100, 0.832, -0.227], [-1.541, 0.417, 0.427], [-1.741, -0.754, -0.426], [-1.072, -0.863, 0.819], [1.677, -0.370, 0.150], [2.253, 1.086, -1.273], [2.316, 1.612, 0.500], [-0.760, 1.131, 0.167], [-2.369, 0.804, 1.019], [-2.715, -1.241, -0.470], [-1.112, -0.878, -1.309], [1.509, -0.624, 1.192], [1.454, -1.153, -0.571]],
  "lowdin_charge": [-0.0813, -0.1649, -0.1645, -0.1083, -0.0932, 0.0458, 0.0474, 0.0914, 0.1067, 0.1061, 0.1030, 0.0565, 0.0555],
  "fmax_ev_per_a": 0.3,
  "smiles": "C1CO1.C=C",
  "energy_ev": -6322.6954,
  "gap_ev": 11.17,
  "relative_energy_ev": 2.473,
  "lumo_ev": 1.193,
  "charge": 0
}

{
  "formula": "C4H8O",
  "method": "the ωB97M-V functional and the def2-TZVPD basis",
  "elements": ["C", "C", "C", "C", "H", "H", "H", "H", "H", "H", "H", "H", "O"],
  "xyz": [[-0.311, 1.479, 0.001], [-0.633, -0.041, 0.123], [-1.806, -0.724, -0.164], [0.704, -0.587, 0.439], [-0.060, 1.959, 0.984], [-1.282, 1.879, -0.232], [0.577, 1.807, -0.525], [-1.970, -1.848, -0.032], [-2.500, -0.169, -0.700], [0.973, -0.221, 1.331], [0.444, -1.718, 0.382], [1.693, -0.389, -1.200], [1.800, -0.258, -0.301]],
  "lowdin_charge": [-0.0593, -0.2978, 0.0630, -0.3219, 0.0957, 0.0590, 0.0705, 0.0855, 0.0190, 0.0836, 0.1434, 0.0635, -0.0043],
  "fmax_ev_per_a": 6.2,
  "smiles": "C=C(C)CO",
  "energy_ev": -6322.6691,
  "gap_ev": 10.35,
  "relative_energy_ev": 2.499,
  "lumo_ev": 0.871,
  "charge": 0
}

{
  "formula": "C4H8O",
  "method": "the ωB97M-V functional and the def2-TZVPD basis",
  "elements": ["O", "C", "C", "C", "C", "H", "H", "H", "H", "H", "H", "H", "H"],
  "xyz": [[1.694, -0.717, 0.550], [1.479, -0.296, -0.707], [0.311, 0.664, -0.767], [-0.905, 0.622, 0.036], [-1.218, -0.515, 1.047], [1.254, -1.127, -1.395], [2.251, 0.136, -1.346], [0.379, 1.385, -1.551], [0.164, 0.976, 0.429], [-1.726, 1.345, -0.157], [-1.741, -0.134, 1.987], [-0.212, -0.921, 1.346], [-1.731, -1.418, 0.529]],
  "lowdin_charge": [-0.2842, -0.4733, -0.0089, -0.0828, -0.0722, 0.1227, 0.0984, 0.1226, 0.1588, 0.1380, 0.0941, 0.0695, 0.1173],
  "fmax_ev_per_a": 3.6,
  "energy_ev": -6319.7866,
  "gap_ev": 6.87,
  "relative_energy_ev": 5.381,
  "lumo_ev": -0.503,
  "charge": 0
}